Record 1
C2H7N5 as an isolated structure in a non-equilibrium geometry. Source: the Open Molecules 2025 dataset; level of theory: the ωB97M-V functional and the def2-TZVPD basis.

Last column: natural (NBO) charge in e.
Geometry (Å):
N: 0.715 1.281 -0.097  -0.372
N: 1.698 -0.787 -0.528  -0.147
N: 0.482 0.025 -0.587  -0.043
N: 2.508 -0.316 0.274  0.003
N: 2.380 0.883 0.619  -0.378
C: -1.952 -0.089 -0.366  -0.633
C: -0.723 -0.831 -0.182  -0.233
H: -0.660 -1.746 -0.815  0.226
H: -1.935 0.123 -1.425  0.225
H: -1.894 0.805 0.310  0.209
H: -2.875 -0.735 -0.237  0.231
H: -0.638 -1.334 0.831  0.203
H: 0.177 1.519 0.645  0.336
H: 2.717 1.200 1.556  0.372

Values from the calculation:
E_HOMO (spin up / spin down): -5.98 / -9.34 eV
LUMO level (spin up / spin down): 0.93 / -1.27 eV
Multiplicity: 3
Frontier orbital gap (spin up / spin down): 6.92 / 8.07 eV

---

Record 2
A 2-piece molecular cluster, C2H7N5O overall. Source: the Open Molecules 2025 dataset; level of theory: the ωB97M-V functional and the def2-TZVPD basis.

Last column: natural (NBO) charge in e.
Geometry (Å):
O: 0.122 -0.570 2.355  -0.601
N: -1.284 1.239 0.981  -0.831
N: -0.713 1.394 -1.644  -0.626
N: 1.731 -0.904 -0.622  -0.165
N: 0.672 -0.106 1.116  -0.140
N: -0.181 0.353 -0.922  -0.225
C: 1.301 -2.037 -0.901  -0.218
C: -0.289 0.477 0.399  0.419
H: -0.407 2.326 -1.366  0.359
H: 0.266 -2.368 -0.768  0.187
H: 2.007 -2.757 -1.338  0.193
H: -2.150 1.274 0.460  0.390
H: -1.393 1.084 1.972  0.405
H: 0.907 -0.632 2.911  0.478
H: -0.589 1.228 -2.631  0.373

Values from the calculation:
E_HOMO (spin up / spin down): -8.11 / -7.77 eV
LUMO level (spin up / spin down): 0.56 / -0.34 eV
Frontier orbital gap (spin up / spin down): 8.67 / 7.42 eV

---

Record 3
C2H7N5O as an isolated structure in a non-equilibrium geometry. Source: the Open Molecules 2025 dataset; level of theory: the ωB97M-V functional and the def2-TZVPD basis.

Last column: natural (NBO) charge in e.
Geometry (Å):
O: 2.234 1.507 -0.121  -0.525
N: -1.292 -0.409 -0.784  -0.526
N: 2.031 -1.309 0.479  -0.823
N: -0.147 -1.177 -0.268  -0.323
N: 1.016 0.924 0.034  -0.390
N: -3.355 0.303 0.399  -0.694
C: -1.916 0.381 0.165  0.238
C: 0.947 -0.568 -0.184  0.495
H: -3.549 0.978 1.198  0.335
H: 2.588 0.876 -0.712  0.463
H: -1.900 -1.123 -1.385  0.420
H: 2.443 -0.557 0.907  0.356
H: -1.171 1.218 0.836  0.171
H: 1.622 -2.111 1.423  0.413
H: 0.135 1.457 -0.199  0.389

Values from the calculation:
E_HOMO: -8.88 eV
LUMO level: -0.05 eV
Frontier orbital gap: 8.83 eV

---

Record 4
A 2-piece molecular cluster, C2H7NO overall in a non-equilibrium geometry. Source: the Open Molecules 2025 dataset; level of theory: the ωB97M-V functional and the def2-TZVPD basis.

Last column: natural (NBO) charge in e.
Geometry (Å):
O: 1.208 -0.890 -1.985  -0.977
N: -0.225 0.100 0.489  -0.414
C: -1.280 -0.545 0.682  -0.043
C: 0.095 1.393 1.015  -0.456
H: 1.348 -0.303 -1.258  0.496
H: -2.162 -0.103 1.155  0.138
H: 1.136 -1.832 -1.834  0.479
H: -1.391 -1.495 0.171  0.173
H: -0.262 1.668 2.010  0.188
H: -0.245 2.151 0.301  0.212
H: 1.177 1.550 1.027  0.202

Values from the calculation:
SMILES: C=NC.O
E_HOMO: -9.53 eV
LUMO level: 1.03 eV
Frontier orbital gap: 10.56 eV

---

Record 5
A 2-piece molecular cluster, C2H7NO overall in a non-equilibrium geometry. Source: the Open Molecules 2025 dataset; level of theory: the ωB97M-V functional and the def2-TZVPD basis.

Last column: natural (NBO) charge in e.
Geometry (Å):
O: 3.080 -2.535 -1.432  -0.937
N: -1.090 1.390 0.881  -0.449
C: -0.625 1.777 -0.214  0.032
C: -1.955 0.287 1.168  -0.418
H: -1.744 -0.608 0.549  0.156
H: -2.991 0.545 0.939  0.208
H: -0.773 2.791 -0.593  0.153
H: 2.865 -3.463 -1.312  0.469
H: -1.902 -0.061 2.202  0.208
H: 2.296 -2.133 -1.813  0.468
H: 0.017 1.136 -0.852  0.111

Values from the calculation:
SMILES: C=NC.O
E_HOMO: -8.33 eV
LUMO level: 0.60 eV
Frontier orbital gap: 8.93 eV

---

Record 6
A 2-piece molecular cluster, C2H7NO2 overall in a non-equilibrium geometry. Source: the Open Molecules 2025 dataset; level of theory: the ωB97M-V functional and the def2-TZVPD basis.

Last column: natural (NBO) charge in e.
Geometry (Å):
O: 2.033 0.965 -1.794  -0.937
O: -1.929 -0.915 -0.965  -0.625
N: -0.122 -0.328 0.359  -0.617
C: -0.694 -0.949 -0.678  0.521
C: -1.054 0.107 1.420  -0.425
H: 2.703 1.645 -2.031  0.474
H: 0.864 -0.531 0.542  0.395
H: -1.913 -0.581 1.502  0.226
H: -1.435 1.124 1.232  0.209
H: 2.000 0.981 -0.811  0.464
H: 0.058 -1.623 -1.156  0.118
H: -0.511 0.107 2.380  0.199

Values from the calculation:
SMILES: CNC=O.O
E_HOMO: -9.81 eV
LUMO level: 0.46 eV
Frontier orbital gap: 10.28 eV

---

Record 7
A 2-piece molecular cluster, C2H7NO2 overall in a non-equilibrium geometry. Source: the Open Molecules 2025 dataset; level of theory: the ωB97M-V functional and the def2-TZVPD basis.

Last column: natural (NBO) charge in e.
Geometry (Å):
O: 2.865 2.461 -5.032  -0.946
O: -3.056 -1.427 0.739  -0.604
N: -0.871 -1.209 1.279  -0.623
C: -2.194 -1.004 1.482  0.528
C: 0.179 -0.501 1.937  -0.421
H: 0.821 -1.132 2.559  0.197
H: -0.131 0.284 2.632  0.214
H: 0.783 0.073 1.226  0.199
H: 2.167 2.553 -5.661  0.473
H: -0.664 -1.929 0.595  0.404
H: 2.531 2.275 -4.159  0.473
H: -2.430 -0.443 2.401  0.105

Values from the calculation:
SMILES: CNC=O.O
E_HOMO: -9.86 eV
LUMO level: 0.77 eV
Frontier orbital gap: 10.63 eV

---

Record 8
A 2-piece molecular cluster, C2H7NO2 overall in a non-equilibrium geometry. Source: the Open Molecules 2025 dataset; level of theory: the ωB97M-V functional and the def2-TZVPD basis.

Last column: natural (NBO) charge in e.
Geometry (Å):
O: -1.954 0.463 0.007  -0.535
O: 0.255 -0.954 -0.590  -0.749
N: 1.314 0.199 1.402  -0.845
C: 1.480 -0.637 0.184  0.071
C: -2.140 0.837 -1.161  0.263
H: -1.259 0.586 -1.768  0.139
H: -2.954 1.468 -1.694  0.134
H: 0.760 1.039 1.249  0.362
H: 1.835 -1.637 0.550  0.158
H: 0.789 -0.307 2.110  0.352
H: -0.351 -0.884 0.200  0.478
H: 2.223 -0.173 -0.489  0.172

Values from the calculation:
SMILES: C=O.NCO
E_HOMO: -9.87 eV
LUMO level: 0.50 eV
Frontier orbital gap: 10.37 eV

---

Record 9
C2H7NO2S as an isolated structure in a non-equilibrium geometry. Source: the Open Molecules 2025 dataset; level of theory: the ωB97M-V functional and the def2-TZVPD basis.

Last column: natural (NBO) charge in e.
Geometry (Å):
S: -0.673 0.841 -0.203  1.644
O: 0.687 0.042 -0.632  -0.710
O: -0.654 0.878 1.242  -0.954
N: -1.746 -0.407 -0.791  -0.621
C: 1.328 -0.794 0.274  -0.287
C: -2.427 -0.913 0.133  -0.043
H: -3.234 -1.748 -0.127  0.190
H: -2.237 -0.583 1.134  0.188
H: 1.047 -0.802 1.439  0.216
H: 2.385 2.841 -0.945  -0.001
H: 2.402 -0.552 0.072  0.197
H: 1.858 2.989 -1.523  0.000
H: 1.265 -1.792 -0.072  0.180

Values from the calculation:
E_HOMO: -9.97 eV
LUMO level: 0.69 eV
Frontier orbital gap: 10.66 eV

---

Record 10
A 2-piece molecular cluster, C2H7NO2S overall in a non-equilibrium geometry. Source: the Open Molecules 2025 dataset; level of theory: the ωB97M-V functional and the def2-TZVPD basis.

Last column: natural (NBO) charge in e.
Geometry (Å):
S: -4.663 0.111 -0.155  1.517
O: -4.106 -0.867 0.716  -0.888
O: -0.528 0.365 1.231  -0.729
N: -3.904 0.491 -1.341  -1.029
C: -0.128 -0.668 0.290  -0.070
C: 0.408 -0.028 -0.996  -0.638
H: 0.592 0.959 -0.670  0.231
H: -1.062 -1.354 0.133  0.173
H: 0.756 -1.183 0.790  0.179
H: -0.459 -0.024 -1.727  0.180
H: -2.936 0.341 -1.570  0.400
H: -1.414 0.579 1.057  0.458
H: 1.233 -0.592 -1.341  0.216

Values from the calculation:
E_HOMO: -10.39 eV
LUMO level: -0.52 eV
Frontier orbital gap: 9.87 eV

---

Record 11
A 2-piece molecular cluster, C2H7NO2Si overall in a non-equilibrium geometry. Source: the Open Molecules 2025 dataset; level of theory: the ωB97M-V functional and the def2-TZVPD basis.

Last column: natural (NBO) charge in e.
Geometry (Å):
Si: -1.460 -1.284 0.922  0.951
O: 2.218 0.357 0.579  -0.548
O: 0.365 1.309 1.091  -0.475
N: 1.213 1.016 0.082  0.336
C: -0.703 -1.210 -0.713  -1.125
C: 0.900 1.272 -1.159  -0.199
H: -1.239 -0.976 -1.596  0.217
H: 1.399 0.815 -1.937  0.216
H: -0.097 1.825 -1.449  0.224
H: -2.867 -0.966 1.134  -0.177
H: -0.999 -1.694 2.374  -0.134
H: 0.951 1.294 1.662  0.462
H: 0.319 -1.757 -0.988  0.251

Values from the calculation:
SMILES: C=[N+]([O-])O.C=[SiH2]
E_HOMO: -8.29 eV
LUMO level: 0.27 eV
Frontier orbital gap: 8.56 eV

---

Record 12
One molecule with the formula C2H7NO3 in a non-equilibrium geometry. Source: the Open Molecules 2025 dataset; level of theory: the ωB97M-V functional and the def2-TZVPD basis.

Last column: natural (NBO) charge in e.
Geometry (Å):
O: 1.338 0.727 0.217  -0.304
O: -1.968 -0.795 -0.539  -0.721
O: 1.436 1.413 -1.065  -0.454
N: -0.064 -0.696 1.446  -0.837
C: 0.349 -0.295 0.093  0.200
C: -0.907 0.153 -0.690  -0.097
H: 0.776 -1.015 1.928  0.373
H: -1.875 -1.119 0.381  0.482
H: -0.685 0.243 -1.758  0.198
H: 0.793 -1.171 -0.395  0.161
H: -1.258 1.129 -0.340  0.165
H: -0.319 0.167 1.930  0.364
H: 2.384 1.259 -1.208  0.468

Values from the calculation:
SMILES: N[C@@H](CO)OO
E_HOMO: -10.14 eV
LUMO level: 0.80 eV
Frontier orbital gap: 10.94 eV

---

Record 13
A 2-piece molecular cluster, C2H7NO3 overall in a non-equilibrium geometry. Source: the Open Molecules 2025 dataset; level of theory: the ωB97M-V functional and the def2-TZVPD basis.

Last column: natural (NBO) charge in e.
Geometry (Å):
O: 0.954 1.675 0.954  -0.439
O: -0.965 -0.127 0.687  -0.642
O: 2.400 0.079 -0.430  -0.789
N: 0.713 0.900 -0.110  0.204
C: 0.632 -0.471 0.160  0.062
C: -1.948 -0.303 -0.308  -0.257
H: 0.435 -1.118 -0.683  0.222
H: -2.929 -0.095 0.129  0.192
H: -1.806 0.388 -1.149  0.163
H: 1.030 -0.887 1.079  0.205
H: 2.462 0.173 -1.392  0.459
H: -1.954 -1.331 -0.696  0.155
H: 0.977 1.115 1.758  0.466

Values from the calculation:
E_HOMO: -9.51 eV
LUMO level: -0.18 eV
Frontier orbital gap: 9.33 eV

---

Record 14
A 2-piece molecular cluster, C2H7NO3 overall in a non-equilibrium geometry. Source: the Open Molecules 2025 dataset; level of theory: the ωB97M-V functional and the def2-TZVPD basis.

Last column: natural (NBO) charge in e.
Geometry (Å):
O: 1.362 0.275 1.612  -0.544
O: 1.053 0.058 -1.044  -0.672
O: -0.883 1.522 -1.083  -0.718
N: 0.916 -0.929 1.041  -0.341
C: -1.605 0.703 -0.325  -0.101
C: 0.566 -0.863 -0.305  0.403
H: -1.543 0.868 0.759  0.158
H: 1.447 -1.726 1.370  0.388
H: 1.737 0.791 0.872  0.479
H: 0.123 1.026 -1.198  0.487
H: -2.633 0.534 -0.665  0.180
H: 0.430 -1.869 -0.720  0.182
H: -0.970 -0.389 -0.314  0.099

Values from the calculation:
SMILES: O=CNO.CO
E_HOMO: -9.57 eV
LUMO level: 0.28 eV
Frontier orbital gap: 9.85 eV

---

Record 15
One molecule with the formula C2H7NO3S in a non-equilibrium geometry. Source: the Open Molecules 2025 dataset; level of theory: the ωB97M-V functional and the def2-TZVPD basis.

Last column: natural (NBO) charge in e.
Geometry (Å):
S: -0.685 1.236 -0.108  1.739
O: -2.031 0.612 0.681  -0.688
O: -0.594 0.742 -1.483  -0.934
O: 0.586 0.549 0.704  -0.728
N: 2.792 0.365 -0.090  -0.860
C: -2.527 -0.565 0.204  -0.286
C: 1.494 -0.277 0.063  0.043
H: -2.007 -1.289 0.800  0.177
H: 1.722 -1.271 0.586  0.182
H: 1.341 -0.340 -0.997  0.204
H: 2.818 1.011 -0.875  0.376
H: -3.571 -0.525 0.592  0.198
H: 3.172 0.575 0.812  0.368
H: -2.510 -0.822 -0.887  0.208

Values from the calculation:
E_HOMO: -9.70 eV
LUMO level: 0.90 eV
Frontier orbital gap: 10.60 eV

---

Record 16
A 3-piece molecular cluster, C2H7NO5 overall in a non-equilibrium geometry. Source: the Open Molecules 2025 dataset; level of theory: the ωB97M-V functional and the def2-TZVPD basis.

Last column: natural (NBO) charge in e.
Geometry (Å):
O: -0.538 0.170 1.885  -0.583
O: -1.145 -1.716 -0.803  -0.995
O: 1.467 -1.983 -0.310  -0.967
O: -1.383 0.904 -0.509  -0.682
O: -0.157 2.451 -1.516  -0.586
N: 0.484 1.745 0.556  -0.676
C: -0.371 1.751 -0.569  0.895
C: 0.403 0.877 1.612  0.546
H: 1.335 2.263 0.412  0.423
H: -1.382 0.305 0.263  0.524
H: 0.760 -1.352 -0.489  0.489
H: -0.759 -2.586 -0.690  0.505
H: -2.089 -1.637 -0.970  0.499
H: 2.043 -2.050 -1.076  0.475
H: 1.329 0.859 2.204  0.134

Values from the calculation:
SMILES: O=CNC(=O)O.O.O
E_HOMO: -10.97 eV
LUMO level: 0.49 eV
Frontier orbital gap: 11.46 eV

---

Record 17
One molecule with the formula C2H7NOSi in a non-equilibrium geometry. Source: the Open Molecules 2025 dataset; level of theory: the ωB97M-V functional and the def2-TZVPD basis.

Last column: natural (NBO) charge in e.
Geometry (Å):
Si: -1.547 0.420 0.024  1.360
O: -1.305 -1.193 -0.134  -0.769
N: -0.044 -1.600 0.435  -0.322
C: 0.358 0.799 0.314  -0.839
C: 0.849 -0.584 -0.197  -0.250
H: 0.875 -0.570 -1.368  0.160
H: 0.240 -2.557 0.027  0.351
H: 0.692 0.783 1.342  0.231
H: 1.867 -0.930 -0.118  0.203
H: -2.200 0.666 -1.287  -0.155
H: -1.877 0.732 1.347  -0.198
H: 0.931 1.463 -0.244  0.227

Values from the calculation:
SMILES: C1C[SiH2]ON1
E_HOMO: -9.12 eV
LUMO level: 1.00 eV
Frontier orbital gap: 10.12 eV

---

Record 18
A 2-piece molecular cluster, C2H7NS overall in a non-equilibrium geometry. Source: the Open Molecules 2025 dataset; level of theory: the ωB97M-V functional and the def2-TZVPD basis.

Last column: natural (NBO) charge in e.
Geometry (Å):
S: 0.660 -2.006 -0.855  -0.327
N: -0.193 1.061 0.358  -0.414
C: -0.716 1.176 1.759  -0.473
C: -0.560 1.963 -0.508  -0.052
H: 1.865 -1.350 -1.164  0.153
H: -0.279 0.325 2.402  0.211
H: 0.641 -1.260 0.316  0.172
H: -0.508 2.227 2.254  0.204
H: -1.895 1.088 1.746  0.204
H: -1.215 2.855 -0.363  0.146
H: -0.161 1.945 -1.520  0.175

Values from the calculation:
SMILES: C=NC.S
E_HOMO: -9.13 eV
LUMO level: 0.99 eV
Frontier orbital gap: 10.12 eV

---

Record 19
One molecule with the formula C2H7NS. Source: the Open Molecules 2025 dataset; level of theory: the ωB97M-V functional and the def2-TZVPD basis.

Last column: natural (NBO) charge in e.
Geometry (Å):
S: 0.563 1.167 0.299  0.141
N: 0.904 -1.414 -0.718  -0.825
C: 0.804 -0.640 0.507  -0.341
C: -1.234 1.214 0.111  -0.746
H: -1.531 2.204 -0.220  0.232
H: 0.004 -1.016 1.132  0.198
H: 1.744 -0.673 1.042  0.211
H: -1.740 0.982 1.040  0.213
H: 0.211 -1.090 -1.384  0.354
H: 1.808 -1.251 -1.142  0.358
H: -1.532 0.517 -0.667  0.205

Values from the calculation:
SMILES: CSCN
E_HOMO: -8.58 eV
LUMO level: 1.04 eV
Frontier orbital gap: 9.62 eV

---

Computed energy relative to the best compared isomer or geometry (same formula, charge and spin) (kJ/mol) in order:
74.81 570.94 677.57 138.55 235.79 121.39 110.54 264.30 374.10 238.39 913.68 374.94 708.33 451.30 163.49 15.86 297.56 149.69 0.55